Record 1
This record from the OMol25 dataset describes C8H11Br2O4PS as an isolated structure at a distorted geometry. The level of theory is ωB97M-V with the def2-TZVPD basis set.

For the molar mass, the calculation gives 394.02 g mol⁻¹. For the HOMO energy, the calculation gives -9.451 eV. The calculation puts the HOMO-LUMO gap at 9.6 eV.

```
27
C8H11Br2O4PS ωB97M-V with the def2-TZVPD basis set
C 2.038 -1.089 1.442
C 2.211 -0.980 -0.074
Br 3.768 0.134 -0.456
C 0.928 -0.611 -0.908
Br 1.319 0.454 -2.482
C -0.272 0.038 -0.170
C -0.163 1.527 0.181
C 1.159 2.123 0.609
O 1.634 3.079 0.042
O -0.625 -0.765 0.956
C -1.434 -1.780 0.563
O -1.686 -2.737 1.214
O -1.877 -1.543 -0.701
C -1.530 -0.191 -1.050
P -3.068 0.795 -0.714
S -3.658 0.997 1.122
H 3.023 -1.041 1.912
H 1.611 -2.061 1.696
H 1.431 -0.307 1.879
H 2.520 -1.960 -0.435
H 0.567 -1.548 -1.331
H -0.892 1.725 0.974
H -0.447 2.108 -0.702
H 1.662 1.722 1.503
H -1.361 -0.147 -2.125
H -3.972 0.076 -1.504
H -2.886 1.981 -1.440
```

---

Record 2
This record from the OMol25 dataset describes C8H11Br3F3NO2 as an isolated structure at a distorted geometry. The level of theory is ωB97M-V with the def2-TZVPD basis set.

For the molar mass, the calculation gives 449.89 g mol⁻¹. For the HOMO energy, the calculation gives -10.231 eV. For the energy above the lowest of the compared OMol25 structures with the same formula, charge and spin, the calculation gives 17.7 kcal/mol. The calculation puts the HOMO-LUMO gap at 10.3 eV.

```
28
C8H11Br3F3NO2 ωB97M-V with the def2-TZVPD basis set
C -2.624 -2.230 0.616
C -1.117 -2.441 0.658
O -0.359 -1.270 0.405
C -0.507 -0.278 1.338
N 0.511 -0.249 2.400
C 0.747 1.106 2.712
O 0.772 1.592 3.768
C 0.897 1.753 1.332
C -0.344 1.134 0.701
C -0.518 1.306 -0.764
F 0.388 0.700 -1.469
F -0.411 2.592 -1.049
F -1.692 0.934 -1.177
H -2.879 -1.482 -0.124
H -3.162 -3.150 0.446
H -2.964 -1.848 1.573
H -0.832 -2.942 1.582
H -0.858 -3.132 -0.132
H -1.456 -0.232 1.869
H 0.177 -0.662 3.270
H 0.855 2.825 1.359
H 1.829 1.411 0.911
H -1.151 1.722 1.142
C 2.834 0.543 -4.213
Br 3.810 -1.112 -4.358
Br 3.797 1.847 -3.173
Br 2.343 1.235 -5.942
H 1.917 0.328 -3.682
```

---

Record 3
This record from the OMol25 dataset describes C8H11BrClN3 as an isolated structure at a distorted geometry. The level of theory is ωB97M-V with the def2-TZVPD basis set.

For the molar mass, the calculation gives 264.55 g mol⁻¹. Its spin multiplicity is 3. For the HOMO energy (alpha / beta), the calculation gives -4.834 / -8.300 eV. The expectation value of S² is 2.011. The calculation puts the HOMO-LUMO gap (alpha / beta) at 4.8 / 7.1 eV.

```
24
C8H11BrClN3 ωB97M-V with the def2-TZVPD basis set
C 0.108 -1.804 1.427
C -0.525 0.165 0.900
C 0.673 -1.550 0.223
C 0.101 4.544 -0.128
C -1.079 5.158 0.355
C 0.858 -3.592 -1.251
C 1.590 -2.378 -0.600
C 0.565 0.712 -1.140
N -0.739 -0.747 1.816
N 1.057 3.996 -0.534
N 0.329 -0.244 -0.084
Cl 2.956 -3.006 0.440
Br 2.505 1.555 -0.982
H 0.022 -2.587 2.282
H -1.025 1.130 0.759
H -1.634 5.409 -0.548
H -1.593 4.400 0.978
H -0.872 5.932 1.045
H 0.340 -3.305 -2.109
H 0.132 -4.141 -0.640
H 1.580 -4.344 -1.471
H 2.064 -1.835 -1.416
H 0.961 0.261 -2.009
H 1.693 2.980 -0.625
```

---

Record 4
This record from the OMol25 dataset describes an isolated ion of composition C8H11BrN3 and charge +1. The level of theory is ωB97M-V with the def2-TZVPD basis set.

Its charge is +1. The SMILES is Cn1ncc(Br)c1[C@@H]1C=CC[NH2+]1. For the molar mass, the calculation gives 229.10 g mol⁻¹. For the HOMO energy, the calculation gives -12.831 eV. For the energy above the lowest of the compared OMol25 structures with the same formula, charge and spin, the calculation gives 0.0 kcal/mol. The calculation puts the HOMO-LUMO gap at 9.7 eV.

```
23
C8H11BrN3 ωB97M-V with the def2-TZVPD basis set
C 1.239 -2.636 -0.013
N -0.079 -2.065 -0.008
N -1.131 -2.854 0.092
C -2.206 -2.098 0.097
C -1.827 -0.753 0.006
Br -2.966 0.773 -0.038
C -0.437 -0.759 -0.068
C 0.537 0.370 -0.136
C 0.745 1.078 1.183
C 0.669 2.389 1.050
C 0.406 2.786 -0.370
N 0.041 1.490 -1.019
H 1.833 -2.259 0.819
H 1.116 -3.712 0.095
H 1.752 -2.434 -0.954
H -3.186 -2.520 0.167
H 1.498 0.003 -0.517
H 0.932 0.526 2.083
H 0.790 3.123 1.824
H -0.407 3.506 -0.462
H 1.304 3.207 -0.828
H -0.999 1.423 -1.024
H 0.378 1.418 -1.980
```

---

Record 5
This record from the OMol25 dataset describes C8H11BrO2S as an isolated structure at a distorted geometry. The level of theory is ωB97M-V with the def2-TZVPD basis set.

For the molar mass, the calculation gives 251.15 g mol⁻¹. For the HOMO energy, the calculation gives -9.757 eV. For the energy above the lowest of the compared OMol25 structures with the same formula, charge and spin, the calculation gives 52.4 kcal/mol. The calculation puts the HOMO-LUMO gap at 10.4 eV.

```
23
C8H11BrO2S ωB97M-V with the def2-TZVPD basis set
C 1.221 -1.252 -1.301
C -0.239 -1.429 -0.810
C 0.973 -0.473 0.997
C 2.070 0.012 -1.362
C 1.985 -0.806 -0.049
C -0.297 -1.227 0.624
C -1.286 -0.477 -0.199
C -1.585 1.962 1.413
O -2.713 1.715 -0.964
O -0.259 1.974 -0.796
S -1.473 1.376 -0.287
Br -3.165 -0.988 -0.286
H 1.441 -2.036 -2.039
H -0.712 -2.273 -1.442
H 1.256 -0.811 2.030
H 0.842 0.671 1.124
H 1.628 1.038 -1.708
H 3.095 -0.095 -1.744
H 2.827 -1.487 0.414
H -0.774 -1.944 1.322
H -1.370 3.037 1.157
H -2.633 1.922 1.796
H -0.833 1.591 2.110
```

---

Record 6
This record from the OMol25 dataset describes one molecule with the formula C8H11BrS at a distorted geometry. The level of theory is ωB97M-V with the def2-TZVPD basis set.

The SMILES is CC/C=C/C=C\C=C(\S)Br. For the molar mass, the calculation gives 219.15 g mol⁻¹. For the HOMO energy, the calculation gives -8.678 eV. For the energy above the lowest of the compared OMol25 structures with the same formula, charge and spin, the calculation gives 67.6 kcal/mol. The calculation puts the HOMO-LUMO gap at 8.9 eV.

```
21
C8H11BrS ωB97M-V with the def2-TZVPD basis set
C 0.705 -1.973 -2.406
C 1.500 -1.335 -1.301
C 0.433 -0.882 -0.339
C 0.329 -1.105 0.971
C -0.759 -0.600 1.847
C -1.615 0.444 1.689
C -1.348 1.674 0.930
C -0.341 2.519 0.900
S -0.432 3.940 -0.170
Br 1.477 2.071 1.517
H 1.248 -2.519 -3.185
H 0.078 -1.229 -2.827
H 0.023 -2.568 -1.995
H 2.202 -0.449 -1.558
H 2.191 -2.095 -0.700
H -0.379 -0.267 -0.774
H 1.215 -1.542 1.418
H -1.094 -1.233 2.699
H -2.520 0.414 2.235
H -2.197 1.913 0.310
H -0.716 4.823 0.740
```

---

Record 7
This record from the OMol25 dataset describes a 2-piece molecular cluster, C8H11ClO4S overall at a distorted geometry. The level of theory is ωB97M-V with the def2-TZVPD basis set.

For the molar mass, the calculation gives 238.69 g mol⁻¹. For the HOMO energy, the calculation gives -8.960 eV. For the energy above the lowest of the compared OMol25 structures with the same formula, charge and spin, the calculation gives 0.0 kcal/mol. The calculation puts the HOMO-LUMO gap at 8.4 eV.

```
25
C8H11ClO4S ωB97M-V with the def2-TZVPD basis set
C -2.204 1.009 1.153
C -2.640 -0.395 0.924
C -1.091 1.480 0.690
C -1.445 -1.289 0.512
C -0.256 0.697 -0.371
C -0.327 -0.798 -0.142
C 1.271 2.198 -1.391
C 0.966 -2.701 -0.403
O 3.002 -0.947 1.071
O 3.804 1.387 0.998
O 1.142 1.169 -0.401
O 0.716 -1.399 -0.738
S 3.588 0.144 0.328
Cl -3.913 -0.648 -0.362
H -2.912 1.539 1.843
H -3.205 -0.809 1.764
H -0.872 2.594 0.836
H -1.689 -2.317 0.466
H -0.672 0.883 -1.419
H 0.870 3.286 -1.033
H 0.575 1.903 -2.244
H 2.330 2.184 -1.568
H 0.804 -2.717 0.704
H 1.985 -3.012 -0.522
H 0.173 -3.443 -0.695
```

---

Record 8
This record from the OMol25 dataset describes a 2-piece molecular cluster, C8H11IN3S overall at a distorted geometry. The level of theory is ωB97M-V with the def2-TZVPD basis set.

Its charge is +1. For the molar mass, the calculation gives 308.17 g mol⁻¹. For the HOMO energy (alpha / beta), the calculation gives -11.077 / -11.077 eV. For the energy above the lowest of the compared OMol25 structures with the same formula, charge and spin, the calculation gives 17.8 kcal/mol. The calculation puts the HOMO-LUMO gap (alpha / beta) at 6.9 / 6.9 eV.

```
24
C8H11IN3S ωB97M-V with the def2-TZVPD basis set
C 2.111 -2.320 -0.289
C 2.240 -2.046 1.064
C 1.567 -1.434 -1.181
C 1.786 -0.852 1.492
C 1.138 -0.244 -0.654
C 0.420 0.750 -1.551
C 0.264 2.075 -0.987
C -3.255 0.816 0.741
N 1.282 0.036 0.661
N 0.338 0.365 -2.730
N -3.413 0.358 1.988
S -0.602 2.042 0.695
I -2.905 -0.472 -0.894
H 2.351 -3.406 -0.667
H 2.672 -2.724 1.698
H 1.371 -1.738 -2.239
H 1.921 -0.545 2.509
H -0.463 2.611 -1.609
H 1.206 2.595 -0.987
H -3.533 1.944 0.551
H -0.303 0.868 -3.386
H 0.812 0.909 0.993
H -3.535 1.012 2.754
H -3.469 -0.600 2.027
```

---

Record 9
This record from the OMol25 dataset describes C8H11IO2 as an isolated structure at a distorted geometry. The level of theory is ωB97M-V with the def2-TZVPD basis set.

For the molar mass, the calculation gives 266.08 g mol⁻¹. For the HOMO energy, the calculation gives -9.085 eV. For the energy above the lowest of the compared OMol25 structures with the same formula, charge and spin, the calculation gives 5.1 kcal/mol. The calculation puts the HOMO-LUMO gap at 9.6 eV.

```
22
C8H11IO2 ωB97M-V with the def2-TZVPD basis set
C 0.162 -2.466 -0.832
C 0.549 -1.539 -0.144
C 1.490 1.794 -1.271
C -0.381 -3.640 -1.458
C -1.743 2.014 1.440
C -0.831 1.174 0.556
C 0.317 0.552 1.270
C 1.147 -0.295 0.055
O 1.894 2.491 -0.393
O 1.123 0.503 -1.172
I 3.111 -0.745 0.538
H 1.242 2.061 -2.363
H -0.959 -4.303 -0.728
H 0.410 -4.350 -1.825
H -0.929 -3.226 -2.380
H -1.042 2.671 2.032
H -2.251 1.505 2.225
H -2.501 2.634 0.931
H -1.376 0.243 0.170
H -0.490 1.756 -0.255
H 0.056 -0.136 2.035
H 1.004 1.302 1.570
```

---

Record 10
This record from the OMol25 dataset describes C8H11KN3O4S as an isolated structure at a distorted geometry. The level of theory is ωB97M-V with the def2-TZVPD basis set.

For the molar mass, the calculation gives 284.36 g mol⁻¹. Its spin multiplicity is 2. For the HOMO energy (alpha / beta), the calculation gives -8.499 / -8.499 eV. For the energy above the lowest of the compared OMol25 structures with the same formula, charge and spin, the calculation gives 4.7 kcal/mol. The expectation value of S² is 0.761. The calculation puts the HOMO-LUMO gap (alpha / beta) at 8.4 / 6.6 eV.

```
28
C8H11KN3O4S ωB97M-V with the def2-TZVPD basis set
K -0.632 0.214 0.666
S -3.590 -0.055 -0.892
O -4.095 -1.007 -1.951
O -2.321 0.515 -1.297
O -4.608 0.954 -0.736
O -3.361 -0.704 0.329
C 0.558 4.546 -1.913
C 0.440 3.669 -0.729
N 0.418 2.928 0.127
H 1.006 4.034 -2.765
H 1.179 5.438 -1.824
H -0.465 4.854 -2.129
C 1.422 0.760 -3.358
C 1.205 -0.224 -2.306
N 1.031 -0.940 -1.423
H 0.557 1.412 -3.234
H 1.424 0.287 -4.340
H 2.333 1.352 -3.273
N 1.722 -3.081 2.506
C 1.088 -1.851 2.481
C -0.017 -1.921 3.390
C -0.208 -3.240 3.657
C 0.906 -3.852 3.251
H 2.660 -3.351 2.245
H 1.639 -1.040 2.028
H -0.728 -1.184 3.732
H -0.965 -3.738 4.245
H 1.403 -4.773 3.516
```